No. 1
Here is a molecular structure, H37O19 at a distorted geometry from OMol25. Energies are from the ωB97M-V functional and the def2-TZVPD basis.

```
! wB97M-V def2-TZVPD RIJCOSX def2/J DEFGRID3
* xyz -1 1
O 0.564 -0.919 -1.802
H -3.306 0.794 1.129
H 0.111 1.349 3.497
O 2.499 -2.387 -0.931
H -2.619 -3.514 2.246
H 3.472 -2.049 1.436
O 0.852 1.975 3.563
H -1.262 -3.065 -1.495
H -1.912 -0.361 -0.947
O 1.272 1.132 -3.966
H 0.843 1.558 -3.217
H 1.073 0.200 -3.891
O 1.179 0.081 1.257
H 1.452 0.437 2.115
H -0.832 1.929 -0.555
O 3.882 -1.142 -0.765
H -0.907 2.893 -2.525
H 1.871 -0.537 0.992
O -1.616 -0.106 -0.046
H -2.276 2.560 -0.456
H -0.671 -0.254 -0.174
O -1.341 2.761 -0.419
H 0.984 0.342 -0.969
O -1.739 -0.497 -2.681
H -0.613 2.200 -3.956
H -1.861 0.208 -3.301
O -1.417 -2.666 -0.624
H -2.684 -2.050 2.356
H -0.553 -2.210 -0.710
O 2.712 -1.980 2.021
H 4.438 -0.652 -1.370
H -0.741 -1.041 3.531
O -2.692 -2.833 2.926
H 3.528 -1.976 -1.067
H -3.272 -1.906 -0.191
O -1.169 2.798 -3.448
H -4.084 -2.861 0.446
H 2.103 -2.568 1.559
O 0.794 1.289 -0.923
H 0.748 2.630 2.866
H -0.134 4.754 1.128
O 3.641 1.100 1.163
H -0.875 -0.638 -2.092
H 4.017 0.248 1.052
O -4.164 -1.927 0.203
H -1.792 0.126 3.714
H 0.722 -1.173 -2.714
O -0.894 -0.096 3.569
H 1.329 1.499 -0.162
H 3.172 1.580 0.501
O -3.397 0.859 2.095
H -2.773 0.134 2.212
H 1.943 -3.051 -1.283
O 0.405 4.636 0.334
H 2.182 -1.517 -1.257
H -0.193 3.901 0.027
*
```

Values from the calculation:
energy relative to the best compared isomer or geometry (same formula, charge and spin)	571.41	kJ/mol
HOMO	-7.55	eV
frontier orbital gap	9.620	eV

---

No. 2
Here is 18 unconnected molecules or ions with the total composition H38NO17 at a distorted geometry from OMol25. Energies are from the ωB97M-V functional and the def2-TZVPD basis.

```
! wB97M-V def2-TZVPD RIJCOSX def2/J DEFGRID3
* xyz 1 1
N 14.750 -12.627 15.766
H 14.020 -12.119 15.380
H 15.574 -11.998 15.768
H 14.873 -13.407 15.184
H 14.487 -12.830 16.760
O 16.589 -14.790 16.356
H 15.772 -14.997 16.780
H 17.174 -15.492 16.569
O 11.050 -11.200 15.460
H 11.697 -11.052 16.193
H 11.455 -11.675 14.723
O 14.975 -15.539 13.920
H 14.702 -16.282 13.437
H 15.761 -15.828 14.386
O 17.837 -13.127 14.181
H 17.324 -13.088 13.415
H 18.672 -12.907 13.773
O 13.378 -11.544 11.958
H 13.568 -12.354 12.437
H 13.180 -11.861 11.089
O 15.290 -10.749 18.494
H 14.822 -10.818 19.328
H 16.064 -10.211 18.659
O 13.829 -9.969 14.745
H 13.047 -9.543 14.347
H 14.556 -9.946 14.119
O 13.825 -15.581 16.914
H 13.826 -16.069 17.760
H 13.936 -16.233 16.225
O 16.043 -8.960 16.252
H 15.144 -8.945 15.964
H 16.522 -9.465 15.586
O 12.760 -11.247 17.611
H 13.561 -10.907 18.072
H 12.173 -11.382 18.356
O 15.530 -13.138 12.591
H 15.418 -13.091 11.650
H 15.365 -14.073 12.840
O 17.624 -11.789 17.176
H 16.817 -11.383 17.436
H 18.086 -11.009 16.914
O 13.279 -13.847 19.647
H 14.127 -13.846 19.206
H 13.481 -13.808 20.581
O 11.669 -13.775 16.758
H 11.541 -13.285 17.527
H 12.280 -14.496 16.924
O 16.986 -10.496 14.122
H 16.794 -10.385 13.215
H 17.317 -11.385 14.166
O 15.714 -13.687 18.803
H 15.960 -13.317 19.653
H 16.192 -14.491 18.610
O 12.771 -13.761 13.611
H 13.165 -14.559 13.892
H 11.791 -13.901 13.724
*
```

Values from the calculation:
energy relative to the best compared isomer or geometry (same formula, charge and spin)	107.07	kJ/mol
HOMO	-12.53	eV
frontier orbital gap	9.385	eV

---

No. 3
Here is a molecular structure, H38O19Tl at a distorted geometry from OMol25. Energies are from the ωB97M-V functional and the def2-TZVPD basis.

```
! wB97M-V def2-TZVPD RIJCOSX def2/J DEFGRID3
* xyz 3 1
Tl 0.063 -0.345 -0.217
O 2.014 1.391 -1.913
H 2.575 0.962 -2.558
H 2.556 2.093 -1.552
O -0.152 4.351 -1.910
H -0.199 4.588 -2.836
H 0.718 3.968 -1.804
O -4.741 0.385 0.636
H -4.947 1.028 -0.043
H -5.521 0.364 1.190
O 0.123 -1.559 5.049
H 0.181 -1.103 4.209
H 0.922 -1.308 5.513
O 1.278 1.545 -4.961
H 1.398 2.463 -4.720
H 2.009 1.089 -4.544
O -0.332 -0.128 -3.160
H -0.730 -0.839 -3.662
H -0.226 0.583 -3.792
O 3.707 -0.423 3.199
H 4.030 -0.046 4.017
H 3.795 -1.369 3.318
O 2.999 -0.019 0.523
H 3.643 0.054 -0.181
H 3.521 -0.039 1.325
O -0.767 -3.089 -1.386
H -0.629 -3.216 -2.324
H -1.083 -3.937 -1.073
O 0.906 -0.005 2.791
H 0.739 0.589 3.522
H 1.807 -0.302 2.923
O 0.999 2.217 1.048
H 1.891 2.483 1.274
H 0.441 2.884 1.446
O -1.551 2.295 -0.616
H -1.277 3.097 -1.061
H -2.329 2.549 -0.120
O -2.646 -0.645 -1.252
H -3.301 -0.628 -0.554
H -3.097 -1.047 -1.994
O -1.688 -2.132 1.381
H -2.075 -2.010 2.248
H -2.265 -2.761 0.948
O -0.696 1.906 4.043
H -0.706 2.645 3.434
H -0.608 2.308 4.907
O 1.465 -2.839 0.936
H 1.848 -3.622 0.539
H 1.492 -3.010 1.878
O 1.978 -1.733 -1.965
H 2.917 -1.662 -2.138
H 1.664 -2.371 -2.605
O -1.967 0.606 1.798
H -2.915 0.590 1.663
H -1.858 0.919 2.696
O -1.497 -2.393 -4.336
H -1.445 -3.030 -5.048
H -2.429 -2.342 -4.127
*
```

Values from the calculation:
energy relative to the best compared isomer or geometry (same formula, charge and spin)	57.88	kJ/mol
HOMO	-18.27	eV
frontier orbital gap	2.886	eV